# 1
# C11H15AlBiClNO3S

A molecular structure, C11H15AlBiClNO3S at a distorted geometry (wB97M-V/def2-TZVPD, the Open Molecules 2025 dataset).

Output
Electronic energy in eV: -55079.5401
Total charge: -1

Structure (XYZ):
```
34
C11H15AlBiClNO3S wB97M-V/def2-TZVPD
Al -3.081 0.154 -3.074
Cl -1.152 -0.505 -3.943
C -3.134 1.894 -4.179
C -4.616 -0.966 -3.897
H -4.125 2.129 -4.606
H -2.827 2.779 -3.592
H -2.445 1.831 -5.051
H -5.494 -0.376 -4.212
H -5.007 -1.724 -3.218
H -4.307 -1.528 -4.799
Bi 0.228 -0.193 -1.358
C 0.151 2.032 -1.816
C -2.065 -0.165 -1.174
H -0.830 2.307 -2.204
H 0.419 2.370 -0.815
H 0.929 2.294 -2.570
H -2.332 -1.024 -0.485
H -2.260 0.809 -0.690
O 2.600 -2.923 0.872
S 1.689 -2.134 1.662
O 0.531 -2.792 2.172
N 1.335 -0.676 0.890
C 1.520 0.445 1.683
O 1.135 1.592 1.422
C 2.271 0.024 2.953
C 3.058 0.793 3.838
C 3.715 0.183 4.936
C 3.713 -1.224 5.064
C 3.128 -1.969 4.058
C 2.458 -1.323 3.038
H 3.169 1.865 3.589
H 4.272 0.792 5.651
H 4.182 -1.724 5.913
H 3.172 -3.044 3.947
```

# 2
# C11H15BCl15NOP

6 unconnected molecules or ions with the total composition C11H15BCl15NOP at a distorted geometry (wB97M-V/def2-TZVPD, the Open Molecules 2025 dataset).

Output
Electronic energy in eV: -212988.3334
Total charge: -1

Structure (XYZ):
```
45
C11H15BCl15NOP wB97M-V/def2-TZVPD
C 2.852 1.796 -0.099
B 2.344 0.611 -1.125
P 3.288 -1.063 -0.950
O 3.621 -1.744 -2.287
C 0.702 0.446 -1.042
C -0.103 1.247 -1.967
C -1.551 0.994 -1.841
C -1.958 0.022 -0.852
N -1.235 -0.688 0.028
C 0.161 -0.477 -0.060
H 3.679 2.366 -0.613
H 3.168 1.450 0.918
H 2.011 2.544 -0.007
H 2.560 0.999 -2.247
H 4.570 -0.768 -0.344
H 2.630 -2.032 -0.123
H 0.325 1.966 -2.690
H -2.301 1.535 -2.497
H -3.063 -0.170 -0.814
H 0.851 -1.046 0.655
C -4.836 0.440 -4.677
Cl -4.927 1.794 -5.814
Cl -3.376 0.562 -3.677
Cl -6.281 0.383 -3.659
H -4.785 -0.482 -5.248
C 7.233 -2.138 -3.518
Cl 6.973 -2.165 -1.779
Cl 8.386 -0.869 -3.960
Cl 7.797 -3.715 -4.093
H 6.283 -1.920 -3.998
C -7.547 -0.830 0.200
Cl -7.773 -2.423 0.933
Cl -5.831 -0.438 0.080
Cl -8.316 -0.765 -1.392
H -8.022 -0.091 0.837
C -0.092 -1.665 3.912
Cl -0.301 -1.480 2.167
Cl -0.751 -0.261 4.768
Cl -0.860 -3.157 4.485
H 0.971 -1.726 4.126
C 0.696 2.476 7.652
Cl 0.657 3.034 9.331
Cl -0.699 3.087 6.760
Cl 2.201 2.968 6.869
H 0.652 1.391 7.653
```

# 3
# C11H15BCuN6O2

A molecular structure, C11H15BCuN6O2 at a distorted geometry (wB97M-V/def2-TZVPD, the Open Molecules 2025 dataset).

Output
Electronic energy in eV: -69999.6240
Multiplicity: 2
Expectation value of S²: 0.756

Structure (XYZ):
```
36
C11H15BCuN6O2 wB97M-V/def2-TZVPD
H -3.306 -1.477 0.625
N -1.405 -1.030 -0.170
B 0.710 -0.894 -1.557
N -0.714 -1.444 -1.263
C -1.458 -2.342 -1.960
Cu -0.470 0.420 1.154
H -1.067 -2.789 -2.873
C -2.672 -2.515 -1.294
H -3.499 -3.163 -1.581
C -2.588 -1.665 -0.173
H 1.148 -1.387 -2.571
C 0.458 1.798 2.382
H -0.168 2.081 3.243
H 0.691 2.705 1.796
H 1.406 1.370 2.754
N 1.631 -1.232 -0.353
N 0.623 0.650 -1.704
N 1.327 -0.787 0.893
N 0.149 1.414 -0.686
C 2.771 -1.970 -0.310
C 0.944 1.443 -2.759
H 3.174 -2.414 -1.219
H 1.342 1.007 -3.674
C 3.220 -2.003 1.010
C 0.668 2.766 -2.412
C 2.274 -1.244 1.728
C 0.167 2.692 -1.096
H 4.105 -2.507 1.397
H 0.806 3.655 -3.024
H 2.223 -1.008 2.791
H -0.180 3.482 -0.430
H -0.930 -0.297 2.469
O -3.911 2.382 2.206
C -2.829 1.644 2.267
O -2.087 1.482 1.194
H -2.554 1.175 3.202
```

# 4
# C11H15BaCl2N2O7P2

A molecular structure, C11H15BaCl2N2O7P2 at a distorted geometry (wB97M-V/def2-TZVPD, the Open Molecules 2025 dataset).

Output
Electronic energy in eV: -73289.0388
Total charge: -1

Structure (XYZ):
```
40
C11H15BaCl2N2O7P2 wB97M-V/def2-TZVPD
Ba -0.583 -1.325 0.076
O -1.233 -4.220 -1.300
P 0.224 -3.687 -1.763
O 0.818 -4.364 -2.914
O 0.134 -2.157 -1.763
O 1.118 -4.079 -0.371
P 0.688 -3.500 1.086
O 1.241 -4.607 2.077
O 1.305 -2.188 1.397
O -0.839 -3.456 1.134
H -1.146 -3.910 -0.340
H 0.957 -5.491 1.802
Cl 3.225 -1.670 -1.129
C 2.888 -1.718 -2.872
Cl 4.313 -1.228 -3.871
H 2.085 -1.028 -3.074
H 2.602 -2.725 -3.141
C 0.363 2.880 1.280
C 1.520 2.515 0.406
N 1.475 1.735 -0.649
C 2.762 1.726 -1.177
C 3.584 2.501 -0.430
N 2.780 3.001 0.583
H -0.478 2.224 1.065
H 0.044 3.909 1.096
H 0.618 2.789 2.340
H 3.010 1.171 -2.069
H 4.634 2.730 -0.505
H 3.074 3.599 1.330
C -4.609 2.617 1.369
C -4.384 2.295 0.029
C -3.354 1.415 -0.312
C -2.488 0.800 0.622
C -2.773 1.164 1.958
C -3.794 2.040 2.342
H -5.414 3.292 1.649
H -5.020 2.726 -0.745
H -3.224 1.206 -1.380
H -2.162 0.747 2.769
H -3.960 2.269 3.395
```

# 5
# C11H15BeO8P

A molecular structure, C11H15BeO8P at a distorted geometry (wB97M-V/def2-TZVPD, the Open Molecules 2025 dataset).

Output
Electronic energy in eV: -37695.1012
Total charge: +2

Structure (XYZ):
```
36
C11H15BeO8P wB97M-V/def2-TZVPD
O 0.257 1.792 -3.555
C 0.108 0.699 -3.144
Be -0.009 -0.635 -2.481
O -0.056 -1.678 -5.025
C -0.131 -1.280 -3.938
C 0.146 -2.063 -1.998
O 0.290 -3.092 -1.463
C -1.520 -0.347 -2.276
O -2.619 -0.026 -2.086
C 1.473 -0.300 -2.357
O 2.536 0.165 -2.144
C -1.129 -2.200 1.970
C -1.998 -1.201 1.271
O -1.239 -0.024 0.731
P 0.033 -0.048 -0.244
O 1.172 -0.777 0.580
C 2.403 -0.124 1.209
C 2.253 -0.283 2.685
O 0.391 1.488 -0.333
C -0.108 2.594 0.534
C -1.517 2.958 0.190
H -0.540 -2.791 1.271
H -1.790 -2.896 2.503
H -0.466 -1.720 2.694
H -2.510 -1.641 0.415
H -2.723 -0.750 1.942
H 3.240 -0.660 0.782
H 2.403 0.905 0.877
H 2.182 -1.347 2.962
H 3.123 0.174 3.155
H 1.355 0.209 3.048
H 0.011 2.293 1.582
H 0.568 3.423 0.332
H -2.189 2.150 0.492
H -1.774 3.890 0.701
H -1.625 3.141 -0.883
```

# 6
# C11H15Br21O2S

A molecular structure, C11H15Br21O2S at a distorted geometry (wB97M-V/def2-TZVPD, the Open Molecules 2025 dataset).

Output
Electronic energy in eV: -1497469.5816

Structure (XYZ):
```
50
C11H15Br21O2S wB97M-V/def2-TZVPD
C 2.556 -0.024 4.885
Br 3.320 -0.049 6.705
Br 0.643 -0.405 5.048
Br 3.510 -1.225 3.753
H 2.672 0.973 4.481
C 3.999 -1.740 -2.034
Br 5.183 -3.134 -2.744
Br 4.701 0.049 -2.384
Br 3.736 -2.063 -0.133
H 3.057 -1.876 -2.547
C -0.982 1.301 -4.126
Br -1.342 2.518 -2.656
Br 0.685 0.196 -3.907
Br -0.936 2.213 -5.868
H -1.751 0.543 -4.129
C -2.111 -4.262 2.072
Br -3.670 -3.467 1.243
Br -0.926 -2.960 3.003
Br -1.128 -5.285 0.747
H -2.455 -4.899 2.873
C 4.402 3.571 1.727
Br 2.469 3.741 1.489
Br 4.919 1.685 1.435
Br 5.036 4.109 3.506
H 4.890 4.157 0.963
C -3.816 -3.567 -4.083
Br -2.332 -4.658 -4.772
Br -3.656 -3.350 -2.200
Br -5.544 -4.385 -4.595
H -3.843 -2.620 -4.601
C -3.265 4.180 0.596
Br -4.482 2.721 0.159
Br -2.945 4.249 2.502
Br -3.973 5.851 -0.074
H -2.316 3.987 0.113
C -0.656 -0.509 -0.791
C 0.785 -0.399 -0.247
C 0.785 0.402 1.071
S -0.650 1.503 1.038
O -0.323 2.685 0.275
O -1.202 1.604 2.371
C -1.623 0.358 0.002
H -0.968 -1.553 -0.794
H -0.698 -0.279 -1.856
H 1.446 0.124 -0.940
H 1.243 -1.365 -0.058
H 1.637 0.958 1.459
H 0.547 -0.283 1.887
H -2.388 0.873 -0.576
H -2.241 -0.196 0.713
```

# 7
# C11H15Cl21I2NOP

A molecular structure, C11H15Cl21I2NOP (wB97M-V/def2-TZVPD, the Open Molecules 2025 dataset).

Output
Electronic energy in eV: -303647.1887

Structure (XYZ):
```
52
C11H15Cl21I2NOP wB97M-V/def2-TZVPD
C -2.081 -1.111 -2.421
C -1.511 0.037 -3.238
I -2.868 0.539 -4.810
C -0.071 -0.244 -3.712
I 0.126 -0.774 -5.749
P 0.930 1.362 -3.479
N 1.871 2.970 -3.179
C 1.489 3.995 -3.676
O 1.126 5.008 -4.153
H -2.367 -1.960 -3.044
H -2.972 -0.793 -1.882
H -1.353 -1.424 -1.673
H -1.489 0.939 -2.617
H 0.362 -1.048 -3.117
H 1.980 0.932 -4.284
H -0.133 2.090 -4.026
H 0.987 1.146 -2.100
C 1.282 4.031 0.457
Cl 0.484 2.444 0.491
Cl 1.073 4.831 2.005
Cl 2.984 3.876 0.045
H 0.794 4.614 -0.312
C 0.710 -3.547 -0.437
Cl 1.002 -4.135 -2.072
Cl 1.230 -1.863 -0.261
Cl -0.980 -3.740 0.021
H 1.311 -4.136 0.242
C -6.508 -2.044 -1.389
Cl -5.745 -0.971 -2.557
Cl -7.241 -3.434 -2.187
Cl -5.344 -2.563 -0.166
H -7.293 -1.495 -0.887
C 2.934 -6.593 1.262
Cl 3.218 -7.162 -0.379
Cl 3.461 -4.919 1.448
Cl 1.231 -6.754 1.697
H 3.517 -7.203 1.939
C -2.463 6.888 3.629
Cl -2.604 6.536 1.909
Cl -3.695 6.020 4.551
Cl -0.852 6.495 4.223
H -2.625 7.948 3.771
C -1.955 2.658 4.826
Cl -3.144 1.378 5.074
Cl -0.802 2.714 6.161
Cl -1.124 2.470 3.286
H -2.483 3.603 4.807
C 7.061 -3.353 3.183
Cl 7.022 -3.611 1.440
Cl 5.714 -4.174 3.973
Cl 8.601 -3.871 3.863
H 6.954 -2.292 3.365
```

# 8
# C11H15F2N3O9S2

A molecular structure, C11H15F2N3O9S2 (wB97M-V/def2-TZVPD, the Open Molecules 2025 dataset).

Output
Electronic energy in eV: -61651.2810

Structure (XYZ):
```
42
C11H15F2N3O9S2 wB97M-V/def2-TZVPD
N 4.913 2.542 1.544
C 4.053 1.855 0.581
C 3.550 2.829 -0.484
O 3.192 4.094 0.024
C 2.420 2.240 -1.363
C 1.256 1.727 -0.586
C 0.315 2.545 0.006
C -0.712 1.977 0.767
C -1.693 2.910 1.434
O -1.299 3.897 1.969
O -2.972 2.478 1.456
C -0.801 0.596 0.920
C 0.144 -0.209 0.313
C 0.161 -1.697 0.384
C -0.208 -2.344 -0.951
O 0.349 -3.302 -1.365
O -1.298 -1.749 -1.535
N 1.121 0.390 -0.408
H 5.355 1.841 2.130
H 4.343 3.078 2.188
H 4.658 1.096 0.078
H 3.218 1.325 1.066
H 4.378 3.015 -1.170
H 2.595 4.007 0.776
H 2.826 1.470 -2.023
H 2.057 3.052 -1.995
H 0.380 3.620 -0.100
H -3.426 2.618 0.613
H -1.595 0.142 1.498
H -0.555 -2.022 1.140
H 1.149 -2.042 0.696
H -1.021 -1.027 -2.111
H 1.815 -0.204 -0.849
N -4.368 -3.924 -1.120
S -3.071 -4.783 -0.836
O -3.201 -6.184 -1.060
O -2.292 -4.343 0.288
F -2.231 -4.268 -2.083
S -5.591 -4.124 -0.141
O -6.762 -3.528 -0.691
O -5.285 -3.913 1.239
F -5.869 -5.685 -0.241
```

# 9
# C11H15N

2 unconnected molecules or ions with the total composition C11H15N at a distorted geometry (wB97M-V/def2-TZVPD, the Open Molecules 2025 dataset).

Output
Electronic energy in eV: -13140.2694

Structure (XYZ):
```
27
C11H15N wB97M-V/def2-TZVPD
C 0.104 2.037 1.487
C -1.178 0.565 -0.231
C -0.724 1.832 0.261
C -1.878 0.796 -1.426
C -1.161 2.756 -0.633
C -1.082 -0.778 0.192
C -1.555 -1.783 -0.610
C -2.116 -1.519 -1.868
C -2.412 -0.211 -2.223
N -1.781 2.136 -1.696
H -0.623 -0.941 1.161
H -1.408 -2.791 -0.238
H -2.252 -2.295 -2.601
H 0.606 1.141 1.843
H -0.527 2.423 2.297
H -0.869 3.796 -0.644
H -2.275 2.666 -2.389
H -3.078 -0.070 -3.065
H 0.860 2.816 1.366
C 2.629 -1.932 0.501
C 3.174 -1.207 1.742
H 3.466 -2.007 -0.189
H 2.376 -2.942 0.719
H 1.728 -1.451 0.132
H 2.451 -1.204 2.554
H 3.417 -0.178 1.473
H 4.108 -1.656 2.081
```

# 10
# C11H15N

2 unconnected molecules or ions with the total composition C11H15N at a distorted geometry (wB97M-V/def2-TZVPD, the Open Molecules 2025 dataset).

Output
Electronic energy in eV: -13140.1865

Structure (XYZ):
```
27
C11H15N wB97M-V/def2-TZVPD
C -2.249 2.788 -0.239
C -0.366 1.094 0.398
C -1.395 2.046 0.707
C 0.032 0.582 1.650
C -1.542 2.116 2.052
C 0.835 -0.703 -0.657
C 1.263 -1.117 0.614
C 0.019 0.416 -0.773
C 0.948 -0.451 1.786
N -0.693 1.199 2.653
H 1.089 -1.280 -1.543
H 1.883 -2.007 0.664
H -0.114 0.954 -1.706
H 1.156 -0.908 2.742
H -1.548 3.243 -0.988
H -2.818 3.554 0.297
H -2.214 2.743 2.612
H -0.449 1.144 3.625
H -2.948 2.240 -0.852
C 0.683 -3.250 -3.296
C 2.200 -3.304 -2.962
H 0.572 -2.493 -4.084
H 0.398 -4.185 -3.799
H 0.037 -3.004 -2.464
H 2.375 -3.868 -2.041
H 2.567 -2.270 -2.831
H 2.760 -3.801 -3.742
```

# 11
# C11H15N

2 unconnected molecules or ions with the total composition C11H15N at a distorted geometry (wB97M-V/def2-TZVPD, the Open Molecules 2025 dataset).

Output
Electronic energy in eV: -13138.2193

Structure (XYZ):
```
27
C11H15N wB97M-V/def2-TZVPD
C 0.129 -3.179 0.907
C -0.855 0.242 1.371
C -0.819 -0.980 0.631
C 0.281 -1.688 1.050
C 0.830 -1.031 2.129
C -2.765 0.865 0.127
C -1.908 1.163 1.235
C -2.732 -0.366 -0.601
C -1.823 -1.364 -0.301
N 0.158 0.190 2.315
H -3.601 1.566 -0.197
H -1.761 2.088 1.812
H -3.351 -0.372 -1.501
H -1.737 -2.300 -0.874
H 0.416 0.999 2.823
H 1.667 -1.186 2.889
H 0.728 -3.582 0.210
H -0.963 -3.382 0.698
H 0.511 -3.822 1.776
C 1.949 1.660 -1.448
C 2.520 2.357 -2.674
H 2.328 2.071 -0.481
H 0.854 1.694 -1.287
H 2.022 0.584 -1.612
H 2.518 1.694 -3.563
H 3.462 2.919 -2.231
H 1.944 3.158 -3.205
```

# 12
# C11H15N2OP

A molecular structure, C11H15N2OP at a distorted geometry (wB97M-V/def2-TZVPD, the Open Molecules 2025 dataset).

Output
Electronic energy in eV: -25964.2000

Structure (XYZ):
```
30
C11H15N2OP wB97M-V/def2-TZVPD
C 3.789 0.090 -2.047
C 3.385 -0.482 -0.851
C 3.139 1.212 -2.539
C 2.344 0.071 -0.130
C 2.092 1.766 -1.827
C 1.699 1.206 -0.613
C -2.971 -1.092 -0.682
C -2.145 0.209 -0.825
C -2.427 -1.637 0.632
C -2.833 -2.894 1.292
C 0.080 1.842 2.913
N -1.035 0.044 0.117
N -1.391 -0.919 0.999
O 0.901 1.694 1.771
P 0.331 1.977 0.282
H 4.610 -0.340 -2.602
H 3.884 -1.366 -0.481
H 3.454 1.652 -3.472
H 2.010 -0.369 0.796
H 1.577 2.639 -2.201
H -4.048 -0.917 -0.655
H -2.757 -1.786 -1.502
H -1.751 0.372 -1.830
H -2.757 1.078 -0.550
H -2.237 -3.052 2.186
H -2.684 -3.736 0.612
H -3.889 -2.865 1.564
H -0.947 2.094 2.646
H 0.496 2.621 3.554
H 0.080 0.890 3.445
```

# 13
# C11H15N3

A gas-phase ion, C11H15N3 (charge +2) at a distorted geometry (wB97M-V/def2-TZVPD, the Open Molecules 2025 dataset).

Output
Electronic energy in eV: -16102.3446
Total charge: +2

Structure (XYZ):
```
29
C11H15N3 wB97M-V/def2-TZVPD
C -2.345 -2.464 0.059
C -3.254 -1.426 0.199
C -1.038 -2.112 0.037
C -2.814 -0.111 0.392
C -0.543 -0.786 0.151
C -1.461 0.232 0.217
C 1.467 0.228 0.933
C 1.841 -1.571 -0.371
C 3.186 -0.938 -0.014
C -0.312 2.021 -1.090
C -1.594 2.507 0.855
N 0.820 -0.639 0.261
N 2.769 0.166 0.872
N -1.158 1.627 0.020
H -2.623 -3.504 0.010
H -4.229 -1.699 0.382
H -0.218 -2.927 0.012
H -3.524 0.745 0.685
H 1.701 -1.468 -1.493
H 1.737 -2.551 -0.038
H 3.866 -1.486 0.580
H 3.566 -0.306 -0.904
H 0.323 1.147 -1.468
H -0.889 2.457 -1.894
H 0.398 2.744 -0.648
H 0.968 0.903 1.639
H -1.191 3.479 0.942
H -2.315 2.112 1.630
H 3.500 0.731 1.479
```